No. 1
Molecular formula: C8H22N4
Method: DFT, ωB97M-V with the def2-TZVPD basis set

```
! wB97M-V def2-TZVPD RIJCOSX def2/J DEFGRID3
* xyz 2 1
C 1.36 0.18 0.69
C 3.69 0.62 0.29
C 2.18 0.29 -1.52
C -1.26 1.37 -1.98
C -1.72 1.67 0.39
C -0.71 -2.36 1.05
C -2.85 -1.57 0.22
C -0.68 -0.32 -0.30
N 2.35 0.29 -0.12
N -1.23 0.84 -0.69
N 1.36 0.40 1.97
N -1.48 -1.21 0.62
H 3.66 1.16 1.32
H 4.33 -0.18 0.21
H 4.25 1.30 -0.51
H 1.16 0.29 -1.88
H 2.52 1.23 -1.84
H 2.73 -0.58 -1.96
H -2.03 1.90 -2.41
H -0.39 2.01 -2.22
H -1.36 0.55 -2.69
H -1.01 1.60 1.29
H -1.77 2.64 0.07
H -2.69 1.38 0.84
H -1.00 -3.22 0.29
H 0.30 -2.00 1.08
H -0.92 -2.64 2.15
H -2.75 -2.45 -0.45
H -3.48 -1.83 1.08
H -3.34 -0.86 -0.34
H -0.42 -0.99 -1.10
H 0.68 0.26 2.66
H 2.19 0.81 2.37
H -1.67 -0.57 1.42
*
```

Properties
energy = -14592.75031 eV
orbital gap = 0.324 Ha
F_max = 4.69 eV/A


No. 2
Molecular formula: C29H24NO4S
Method: DFT, ωB97M-V with the def2-TZVPD basis set

```
! wB97M-V def2-TZVPD RIJCOSX def2/J DEFGRID3
* xyz -1 1
C -2.07 -1.01 8.51
C -1.83 -0.91 7.03
C -1.31 -2.00 6.33
C -1.10 -1.94 4.95
C -1.41 -0.77 4.25
S -1.35 -0.76 2.45
N 0.25 -0.20 2.09
C 0.72 -0.12 0.90
C 2.08 0.40 0.67
C 2.61 0.59 -0.63
C 3.91 1.06 -0.82
C 4.70 1.39 0.29
C 4.19 1.22 1.59
C 2.89 0.73 1.77
O -1.45 -2.14 2.03
O -2.29 0.23 1.98
C -1.92 0.33 4.94
C -2.12 0.26 6.32
H -2.48 -0.08 8.91
H -2.77 -1.82 8.74
H -1.14 -1.23 9.05
H -1.07 -2.92 6.87
H -0.71 -2.80 4.41
H 0.18 -0.43 -0.02
H 1.98 0.35 -1.48
H 4.30 1.18 -1.83
H 5.72 1.77 0.15
H 4.80 1.47 2.46
H 2.47 0.60 2.78
H -2.17 1.24 4.39
H -2.52 1.13 6.85
C -4.66 2.90 -3.57
C -3.42 2.88 -4.22
C -2.49 1.88 -3.93
C -2.76 0.87 -2.99
C -1.76 -0.23 -2.60
C -0.53 -0.30 -3.34
C 0.53 -1.22 -3.03
C 1.77 -1.22 -3.94
C 2.04 -0.20 -4.87
C 3.26 -0.15 -5.57
C 4.22 -1.15 -5.36
C 3.96 -2.18 -4.45
C 2.75 -2.22 -3.76
O 0.54 -1.97 -2.03
O -2.05 -0.99 -1.66
C -4.01 0.90 -2.34
C -4.95 1.90 -2.62
H -5.39 3.68 -3.78
H -3.18 3.65 -4.96
H -1.53 1.88 -4.43
H -0.42 0.32 -4.22
H 1.30 0.58 -5.03
H 3.44 0.65 -6.29
H 5.17 -1.12 -5.91
H 4.71 -2.96 -4.27
H 2.55 -3.03 -3.05
H -4.25 0.13 -1.60
H -5.92 1.90 -2.10
*
```

Properties
energy = -50978.40675 eV
orbital gap = 0.233 Ha
F_max = 1.65 eV/A


No. 3
Molecular formula: C16H22BrN7O3
Method: DFT, ωB97M-V with the def2-TZVPD basis set

```
! wB97M-V def2-TZVPD RIJCOSX def2/J DEFGRID3
* xyz 0 1
C 1.93 0.48 8.97
C 2.83 0.60 8.16
C 3.92 0.72 7.18
C 3.40 0.57 5.74
C 2.82 -0.82 5.48
N 2.42 -0.94 4.07
C 3.21 -1.36 3.01
Br 5.02 -1.97 3.16
N 2.57 -1.30 1.86
C 1.31 -0.79 2.20
C 0.18 -0.44 1.48
N 0.16 -0.56 0.14
N -0.92 0.02 2.02
C -0.92 0.18 3.34
N 0.12 -0.10 4.14
C 1.21 -0.58 3.55
H 1.13 0.39 9.68
H 4.68 -0.04 7.38
H 4.39 1.70 7.29
H 2.63 1.33 5.55
H 4.22 0.75 5.05
H 3.56 -1.59 5.73
H 1.94 -1.00 6.12
H -0.78 -0.49 -0.28
H 0.80 -1.26 -0.22
H -1.82 0.57 3.81
C -0.37 1.81 -4.53
N -0.85 1.25 -3.27
C -1.76 0.29 -3.04
O -1.88 -0.10 -1.88
C -2.67 -0.33 -4.12
C -2.16 -1.74 -4.44
O -0.87 -1.69 -5.04
N -2.83 0.43 -5.37
C -3.90 0.33 -6.17
C -3.87 1.16 -7.43
O -4.86 -0.38 -5.92
H -0.17 1.01 -5.25
H -1.10 2.51 -4.94
H 0.57 2.35 -4.35
H -0.37 1.55 -2.43
H -3.65 -0.44 -3.66
H -2.11 -2.32 -3.52
H -2.86 -2.23 -5.13
H -0.59 -2.58 -5.24
H -2.06 0.99 -5.68
H -4.77 0.94 -8.01
H -3.85 2.21 -7.17
H -3.00 0.90 -8.02
*
```

Properties
energy = -103564.24319 eV
orbital gap = 0.321 Ha
F_max = 2.25 eV/A


No. 4
Molecular formula: C4H4O2
Method: DFT, ωB97M-V with the def2-TZVPD basis set

```
! wB97M-V def2-TZVPD RIJCOSX def2/J DEFGRID3
* xyz 0 1
C -2.22 1.93 -0.84
C -1.17 1.15 -1.26
C -1.17 -0.12 -0.35
C 0.07 -0.58 0.35
O -2.85 2.68 -0.23
O -1.33 -0.16 -1.72
H -0.23 1.53 -1.49
H 0.77 -1.06 -0.23
H -0.29 -1.22 1.25
H 0.46 0.32 0.83
*
```

Properties
energy = -8301.75529 eV
orbital gap (alpha / beta) = 0.234 / 0.316 Ha
F_max = 4.24 eV/A